(1)
Density functional theory data (wB97M-V/def2-TZVPD) for the ion C10H17NP with charge +1 at a distorted geometry.

Its HOMO-LUMO gap is 9.69 eV. The electronic energy is -787.04925 hartree. As for the max |F|: 0.0991 hartree/bohr. The multiplicity is 1. Its molar mass is 182.23 g/mol. The energy above the lowest of the compared OMol25 structures with the same formula, charge and spin is 13.8 kcal per mole. As for the charge: +1.

Each line ends with the Löwdin charge.
Atoms and positions in Å:
1 C 3.192 -0.854 -0.193  -0.06
2 N 1.775 -0.487 -0.331  -0.40
3 C 1.242 -1.004 -1.565  -0.14
4 P 0.694 0.555 0.392  1.05
5 C 1.257 0.705 2.116  -0.14
6 C 0.923 2.346 -0.881  0.00
7 C -1.111 0.076 0.282  -0.29
8 C -1.682 -0.718 1.275  -0.09
9 C -2.994 -1.080 1.174  -0.08
10 C -3.833 -0.743 0.133  -0.04
11 C -3.249 0.077 -0.806  -0.08
12 C -1.956 0.536 -0.725  -0.10
13 H 3.262 -1.966 -0.469  0.13
14 H 3.776 -0.141 -0.733  0.08
15 H 3.462 -0.719 0.917  0.10
16 H 0.476 -0.423 -2.041  0.06
17 H 2.045 -1.218 -2.308  0.11
18 H 0.799 -1.952 -1.398  0.08
19 H 0.402 0.398 2.669  0.03
20 H 1.618 1.720 2.312  0.07
21 H 2.069 -0.027 2.258  0.05
22 H 0.580 1.781 -1.739  0.00
23 H 1.932 2.459 -0.615  0.01
24 H 0.268 3.123 -0.661  0.01
25 H -1.118 -1.086 2.095  0.10
26 H -3.408 -1.852 1.892  0.14
27 H -4.854 -1.103 0.188  0.12
28 H -3.942 0.463 -1.603  0.14
29 H -1.628 1.134 -1.635  0.13

=====

(2)
Density functional theory data (wB97M-V/def2-TZVPD) for a structure of composition C28H30B2CeF4N4O11S3 at a distorted geometry.

Its HOMO-LUMO gap (spin up / spin down) is 5.67 / 5.70 eV. The electronic energy is -4250.11966 hartree. As for the max |F|: 0.0601 hartree/bohr. The multiplicity is 1. Its molar mass is 932.50 g/mol. The energy above the lowest of the compared OMol25 structures with the same formula, charge and spin is 24.9 kcal per mole. As for the charge: +2.

Each line ends with the Löwdin charge.
Atoms and positions in Å:
1 Ce -7.418 -17.768 3.857  1.54
2 C -12.821 -17.459 6.261  0.03
3 C -11.752 -17.372 5.131  -0.17
4 N -11.721 -18.237 4.153  0.17
5 O -12.853 -19.110 4.269  0.12
6 B -13.293 -19.541 3.063  -0.84
7 F -12.948 -19.065 1.886  0.27
8 F -14.161 -20.506 3.082  0.31
9 O -8.233 -19.480 2.461  -0.09
10 N -8.658 -18.282 2.121  -0.20
11 C -9.280 -17.574 1.294  -0.19
12 C -9.714 -18.093 -0.070  0.05
13 C -9.487 -16.175 1.754  -0.21
14 N -8.725 -15.898 2.728  0.05
15 O -8.819 -14.687 3.472  0.14
16 B -8.043 -14.986 4.637  -1.10
17 F -6.736 -15.506 4.042  -0.02
18 F -7.842 -13.971 5.469  0.28
19 O -8.416 -16.220 5.397  -0.07
20 N -9.496 -17.012 4.999  0.05
21 C -10.575 -16.466 5.321  -0.16
22 C -10.632 -15.018 5.847  0.07
23 C -10.721 -15.440 1.349  0.04
24 H -12.526 -17.037 7.193  0.08
25 H -13.752 -16.968 6.013  0.10
26 H -13.036 -18.495 6.349  0.08
27 H -9.410 -19.109 -0.063  0.08
28 H -10.749 -17.920 -0.306  0.09
29 H -9.304 -17.531 -0.934  0.11
30 H -10.015 -14.852 6.706  0.11
31 H -10.399 -14.347 5.091  0.07
32 H -11.661 -14.770 6.034  0.10
33 H -10.692 -15.104 0.294  0.11
34 H -11.546 -16.149 1.526  0.10
35 H -10.957 -14.570 2.055  0.12
36 O -9.057 -20.138 7.405  -0.17
37 S -7.824 -20.015 6.680  0.75
38 O -7.362 -18.694 6.245  -0.33
39 O -7.885 -20.903 5.337  -0.32
40 C -6.443 -20.920 7.375  -0.24
41 C -6.090 -20.903 8.693  -0.02
42 C -4.909 -21.507 9.117  0.01
43 C -4.155 -22.164 8.119  -0.01
44 C -4.535 -22.265 6.760  0.02
45 C -5.715 -21.582 6.410  -0.25
46 S -6.337 -21.336 4.802  0.79
47 O -6.537 -22.488 3.998  -0.15
48 O -1.784 -19.139 2.554  0.02
49 O -5.867 -20.023 4.351  -0.31
50 H -6.718 -20.345 9.418  0.15
51 H -4.656 -21.497 10.163  0.13
52 H -3.210 -22.643 8.436  0.13
53 H -3.867 -22.854 6.086  0.15
54 O -5.605 -17.656 2.536  -0.66
55 S -4.355 -17.664 1.627  1.14
56 C -3.244 -16.695 2.670  -0.22
57 C -1.825 -16.771 2.169  -0.25
58 C -1.115 -15.646 1.952  -0.04
59 C 0.208 -15.679 1.476  -0.07
60 C 0.835 -16.881 1.308  -0.06
61 C 0.125 -18.029 1.655  -0.01
62 C -1.185 -17.991 2.102  -0.29
63 C -4.836 -16.603 0.112  -0.19
64 C -3.730 -15.771 -0.427  -0.30
65 C -3.615 -14.393 -0.220  -0.04
66 C -2.526 -13.693 -0.726  -0.07
67 C -1.551 -14.333 -1.482  -0.07
68 C -1.666 -15.709 -1.679  -0.05
69 C -2.746 -16.431 -1.138  -0.05
70 H -3.566 -17.117 3.610  0.10
71 H -3.546 -15.643 2.725  0.12
72 H -1.553 -14.655 2.127  0.13
73 H 0.766 -14.760 1.398  0.11
74 H 1.925 -16.934 0.969  0.15
75 H 0.644 -18.962 1.757  0.12
76 H -1.437 -19.972 2.139  0.15
77 H -5.749 -16.126 0.443  0.09
78 H -5.189 -17.398 -0.513  0.08
79 H -4.351 -13.854 0.335  0.11
80 H -2.471 -12.580 -0.548  0.14
81 H -0.709 -13.739 -1.813  0.11
82 H -0.852 -16.279 -2.214  0.13
83 H -2.770 -17.511 -1.223  0.12

=====

(3)
Density functional theory data (wB97M-V/def2-TZVPD) for a structure of composition C34H37CuNO2P2S2.

Its HOMO-LUMO gap (spin up / spin down) is 4.57 / 5.06 eV. The electronic energy is -4642.58010 hartree. As for the max |F|: 0.0193 hartree/bohr. As for the expectation value of S²: 0.757. The multiplicity is 2. Its molar mass is 681.30 g/mol. The energy above the lowest of the compared OMol25 structures with the same formula, charge and spin is 23.9 kcal per mole. As for the charge: -2.

Each line ends with the Löwdin spin population.
Atoms and positions in Å:
1 Cu -1.725 1.146 -0.550  0.23
2 S -2.463 3.463 -0.376  0.33
3 P 1.080 1.811 -1.168  0.00
4 C 0.182 0.634 -0.226  0.01
5 P 0.627 -0.636 0.758  0.00
6 S -0.804 -1.668 1.717  0.00
7 C 1.837 -0.208 2.117  0.00
8 C 3.208 -0.446 2.076  0.00
9 C 4.045 0.005 3.092  0.00
10 C 3.525 0.707 4.167  0.00
11 C 2.155 0.949 4.221  0.00
12 C 1.327 0.494 3.210  0.00
13 C 1.593 -1.957 -0.115  0.00
14 C 1.627 -1.963 -1.501  0.00
15 C 2.279 -2.978 -2.193  0.00
16 C 2.901 -4.004 -1.499  0.00
17 C 2.855 -4.018 -0.107  0.00
18 C 2.199 -3.007 0.576  0.00
19 C 1.551 3.217 -0.034  0.00
20 C 1.021 3.323 1.245  0.00
21 C 1.337 4.406 2.059  0.00
22 C 2.186 5.403 1.605  0.00
23 C 2.712 5.318 0.319  0.00
24 C 2.388 4.240 -0.489  0.00
25 C 2.837 1.226 -1.477  0.00
26 C 3.868 1.272 -0.537  0.00
27 C 5.135 0.787 -0.834  0.00
28 C 5.406 0.251 -2.086  0.00
29 C 4.399 0.216 -3.042  0.00
30 C 3.137 0.707 -2.736  0.00
31 H 3.637 -0.979 1.234  0.00
32 H 5.112 -0.188 3.033  0.00
33 H 4.177 1.071 4.954  0.00
34 H 1.735 1.504 5.054  0.00
35 H 0.258 0.672 3.253  0.00
36 H 1.116 -1.162 -2.019  0.00
37 H 2.304 -2.962 -3.277  0.00
38 H 3.414 -4.796 -2.034  0.00
39 H 3.326 -4.826 0.442  0.00
40 H 2.134 -3.028 1.659  0.00
41 H 0.353 2.541 1.573  0.00
42 H 0.914 4.468 3.056  0.00
43 H 2.433 6.246 2.243  0.00
44 H 3.372 6.097 -0.050  0.00
45 H 2.799 4.181 -1.493  0.00
46 H 3.671 1.690 0.442  0.00
47 H 5.913 0.820 -0.078  0.00
48 H 6.393 -0.135 -2.315  0.00
49 H 4.598 -0.196 -4.025  0.00
50 H 2.352 0.684 -3.487  0.00
51 C -5.442 2.825 0.348  0.02
52 O -4.548 1.779 0.039  0.03
53 C -3.490 2.144 -0.868  0.27
54 C -3.994 2.113 -2.296  0.04
55 H -6.167 2.434 1.067  0.00
56 H -5.984 3.181 -0.540  0.00
57 H -4.911 3.676 0.789  0.01
58 H -4.746 2.896 -2.486  0.01
59 H -4.441 1.141 -2.524  0.00
60 H -3.165 2.283 -2.982  0.00
61 O -2.829 -0.816 -1.488  0.03
62 C -3.765 -1.348 -0.974  0.01
63 C -4.089 -1.290 0.492  0.00
64 C -4.402 -2.688 1.045  0.00
65 C -3.497 -3.810 0.501  0.00
66 C -3.940 -4.425 -0.835  0.00
67 C -3.865 -3.473 -2.030  0.00
68 N -4.576 -2.217 -1.747  0.00
69 H -4.891 -0.572 0.664  0.00
70 H -3.197 -0.894 0.972  0.00
71 H -5.453 -2.962 0.878  0.00
72 H -4.274 -2.639 2.129  0.00
73 H -3.471 -4.618 1.239  0.00
74 H -2.477 -3.432 0.420  0.00
75 H -4.976 -4.782 -0.738  0.00
76 H -3.328 -5.309 -1.046  0.00
77 H -4.282 -3.944 -2.925  0.00
78 H -2.828 -3.210 -2.248  0.00
79 H -5.407 -2.437 -1.214  0.00

=====

(4)
Density functional theory data (wB97M-V/def2-TZVPD) for a structure of composition C25H38I2N3OPPd.

Its HOMO-LUMO gap is 4.45 eV. The electronic energy is -2279.51869 hartree. As for the max |F|: 0.0184 hartree/bohr. The multiplicity is 1. Its molar mass is 787.80 g/mol. As for the charge: -2.

Each line ends with the Löwdin charge.
Atoms and positions in Å:
1 Pd -1.574 -0.390 -0.414  0.48
2 I -4.772 3.074 6.536  0.71
3 C -3.978 3.017 4.610  -0.80
4 C -4.734 3.458 3.532  -0.29
5 C -4.179 3.436 2.268  -0.67
6 I -5.320 4.080 0.647  0.78
7 C -2.850 2.957 1.965  -0.54
8 O -2.350 2.943 0.829  -0.09
9 C -2.131 2.480 3.136  -0.18
10 C -0.756 1.886 2.951  -0.19
11 N -0.647 0.501 2.494  -0.04
12 C -1.614 -0.457 3.058  -0.17
13 C -2.782 -0.699 2.127  -0.30
14 C -4.001 -0.097 2.256  -0.06
15 C -4.932 -0.181 1.196  -0.11
16 C -4.594 -0.889 0.086  -0.12
17 C -3.348 -1.586 0.048  -0.32
18 N -2.478 -1.555 1.089  -0.04
19 C -2.679 2.546 4.396  -0.17
20 H -5.744 3.822 3.674  0.06
21 H -0.188 2.496 2.244  0.11
22 H -0.251 1.960 3.927  0.10
23 H -0.673 0.385 1.473  0.03
24 H -1.119 -1.422 3.221  0.10
25 H -1.970 -0.096 4.025  0.10
26 H -4.206 0.517 3.123  0.10
27 H -5.868 0.362 1.252  0.09
28 H -5.249 -0.942 -0.778  0.08
29 H -3.207 -2.394 -0.668  0.07
30 H -2.090 2.195 5.238  0.09
31 C 4.352 0.405 -1.548  -0.10
32 C 2.975 0.618 -0.910  -0.60
33 C 2.562 2.086 -1.103  -0.12
34 C 3.109 0.428 0.609  -0.11
35 P 1.519 -0.460 -1.504  0.75
36 N 0.214 0.242 -1.151  -0.37
37 C 1.710 -0.669 -3.408  -0.60
38 C 0.335 -1.077 -3.962  -0.12
39 C 2.773 -1.627 -3.952  -0.10
40 C 1.987 0.724 -3.990  -0.12
41 C 1.742 -2.179 -0.730  -0.60
42 C 0.832 -3.171 -1.468  -0.12
43 C 1.199 -2.131 0.708  -0.12
44 C 3.158 -2.767 -0.706  -0.10
45 H 5.085 1.038 -1.031  0.08
46 H 4.370 0.694 -2.598  0.05
47 H 4.709 -0.622 -1.477  0.06
48 H 3.190 2.712 -0.459  0.07
49 H 1.515 2.213 -0.829  0.06
50 H 2.696 2.430 -2.127  0.05
51 H 3.734 1.238 1.002  0.07
52 H 3.593 -0.511 0.877  0.05
53 H 2.140 0.476 1.107  0.07
54 H 0.161 -2.149 -3.906  0.06
55 H 0.279 -0.788 -5.018  0.07
56 H -0.457 -0.566 -3.411  0.05
57 H 2.562 -2.669 -3.711  0.05
58 H 3.777 -1.397 -3.597  0.06
59 H 2.795 -1.554 -5.048  0.07
60 H 1.299 1.459 -3.574  0.08
61 H 1.838 0.681 -5.075  0.07
62 H 3.009 1.061 -3.817  0.05
63 H -0.182 -2.775 -1.579  0.06
64 H 0.772 -4.083 -0.865  0.07
65 H 1.217 -3.452 -2.448  0.05
66 H 0.243 -1.606 0.764  0.02
67 H 1.891 -1.665 1.405  0.06
68 H 1.031 -3.162 1.042  0.08
69 H 3.628 -2.808 -1.688  0.05
70 H 3.101 -3.797 -0.329  0.08
71 H 3.823 -2.224 -0.036  0.05

=====

Look up the charge of the first one.
+1

=====

Among the records above, which one has the highest max |F|?
C10H17NP